Entry 1:
{
  "formula": "C3H3FOS",
  "method": "ωB97M-V/def2-TZVPD",
  "homo_ev": -9.30,
  "multiplicity": 1,
  "energy_ev": -18757.40372,
  "e_above_lowest_ev": 1.637,
  "homo_lumo_gap_ev": 8.13,
  "species": ["S", "F", "O", "C", "C", "C", "H", "H", "H"],
  "xyz": [[-2.724, -0.215, -0.117], [-0.444, 1.749, 0.005], [1.875, -0.834, 0.038], [-1.022, -0.646, -0.053], [-0.049, 0.412, 0.178], [1.271, 0.168, -0.340], [-0.618, -1.692, 0.112], [0.025, 0.251, 1.281], [1.686, 0.806, -1.103]],
  "forces_ev_per_a": [[4.315, -1.553, -0.125], [0.118, -1.381, -0.323], [-0.718, 1.577, -0.612], [-5.069, 0.082, 0.015], [-1.149, 1.801, 2.232], [2.591, -2.813, -0.070], [-0.619, 1.259, -0.516], [0.338, 0.367, -0.228], [0.192, 0.660, -0.373]]
}

Entry 2:
{
  "formula": "C4H6Cl2O3",
  "method": "ωB97M-V/def2-TZVPD",
  "homo_ev": -8.54,
  "multiplicity": 1,
  "energy_ev": -35430.17629,
  "e_above_lowest_ev": 0.135,
  "homo_lumo_gap_ev": 7.44,
  "species": ["Cl", "Cl", "O", "O", "O", "C", "C", "C", "C", "H", "H", "H", "H", "H", "H"],
  "xyz": [[0.508, -1.776, -0.740], [-0.298, 2.381, -1.339], [-0.202, -0.824, 2.990], [0.634, 1.400, 1.350], [2.193, -0.158, 1.047], [0.445, -0.051, -0.534], [-0.916, 0.054, -2.625], [1.182, 0.473, 0.694], [-0.221, 0.661, -1.442], [-1.661, -0.657, -2.263], [0.217, -0.278, 2.265], [-0.774, -0.254, 3.532], [-1.393, 0.811, -3.238], [0.500, -1.246, 3.519], [-0.214, -0.536, -3.215]],
  "forces_ev_per_a": [[0.001, -0.084, 0.023], [0.004, 0.133, 0.010], [-0.177, -0.493, 0.255], [-0.818, -0.560, 0.387], [-0.179, -0.266, -0.046], [0.032, 0.605, -0.160], [-0.006, -0.209, 0.246], [0.466, -0.498, 0.407], [0.037, -0.314, -0.140], [-0.122, 0.062, -0.083], [0.486, 1.249, -0.668], [0.133, 0.140, -0.026], [0.021, 0.014, -0.042], [0.083, 0.095, -0.051], [0.041, 0.126, -0.113]]
}

Entry 3:
{
  "formula": "C4H7N2",
  "method": "ωB97M-V/def2-TZVPD",
  "homo_ev": -15.23,
  "multiplicity": 1,
  "energy_ev": -7229.07974,
  "total_charge": 1,
  "e_above_lowest_ev": 6.658,
  "homo_lumo_gap_ev": 9.34,
  "species": ["N", "N", "C", "C", "C", "C", "H", "H", "H", "H", "H", "H", "H"],
  "xyz": [[1.876, -0.879, 0.073], [0.450, -0.686, -0.295], [0.505, 0.567, 0.042], [1.982, 0.356, 0.339], [-1.070, -1.760, -0.596], [-0.500, 1.533, 0.326], [-0.443, 1.592, 1.476], [-0.667, -2.726, -0.458], [-1.725, -1.230, 0.090], [-1.611, 1.188, -0.015], [-0.270, 2.527, -0.086], [2.899, 0.909, 0.564], [-1.428, -1.391, -1.459]],
  "forces_ev_per_a": [[1.534, -1.130, 0.086], [-3.867, -0.093, -0.590], [-0.335, -1.395, -0.431], [0.947, 0.170, -0.247], [2.991, 2.979, 3.383], [-3.013, 0.169, 0.558], [-0.338, 0.218, -1.402], [-0.017, -0.827, 0.151], [0.212, -0.982, 1.040], [2.796, 0.853, 0.883], [-0.070, -0.283, 0.230], [-0.523, -0.154, 0.161], [-0.316, 0.475, -3.820]]
}